C37H63AsN2O2Re | ωB97M-V/def2-TZVPD

Geometry as XYZ:
```
106
Properties=species:S:1:pos:R:3
Re -1.35295 1.33247 0.54131
C -3.18407 3.29928 1.96034
N -3.13450 2.53150 0.68123
C -3.21764 3.51001 -0.44402
C -4.33523 1.61472 0.62975
C -3.97213 0.24136 1.17878
N -2.78538 -0.23970 0.43273
C -1.94739 -1.28236 1.09767
C -0.54995 -0.74593 1.43586
C 0.56225 -1.50638 1.04369
C 1.75656 -1.40755 1.72786
C 1.76260 -0.63389 2.90117
C 0.72560 0.17618 3.34588
C -0.41105 0.18198 2.51532
O -1.38957 1.09632 2.54686
C 0.83525 0.85036 4.71524
C 2.07774 1.74706 4.78087
C -0.39735 1.66172 5.12800
C 0.97494 -0.28855 5.74769
C 2.98927 -2.19820 1.31445
C 3.06676 -3.45759 2.19173
C 4.25753 -1.35524 1.50640
C 2.91139 -2.60874 -0.16044
C -3.16228 -0.67255 -0.94897
C -1.98542 -1.01327 -1.80932
C -1.92560 -2.26390 -2.41318
C -0.91978 -2.57482 -3.31421
C -0.02590 -1.55640 -3.64601
C -0.04450 -0.28162 -3.09427
C -1.00724 -0.04788 -2.08888
O -1.00660 1.10284 -1.36211
C 0.92089 0.80387 -3.55137
C 1.68742 0.41924 -4.81893
C 1.94558 1.03974 -2.43852
C 0.14718 2.09709 -3.85661
C -0.76611 -3.95323 -3.94804
C 0.55338 -4.56607 -3.45491
C -0.73333 -3.82317 -5.47750
C -1.91232 -4.89237 -3.56983
H -4.07142 3.93232 1.95634
H -2.29726 3.92308 2.03488
H -3.20841 2.61587 2.80555
H -4.16502 4.05024 -0.39850
H -3.13200 2.98467 -1.39340
H -2.40066 4.22358 -0.34924
H -4.65707 1.54897 -0.40701
H -5.14859 2.06938 1.19437
H -4.80700 -0.45420 1.06617
H -3.70762 0.30348 2.23341
H -1.82005 -2.10253 0.39546
H -2.44509 -1.66225 1.99084
H 0.44207 -2.19344 0.21591
H 2.65688 -0.66658 3.50821
H 1.95276 2.67800 4.21843
H 2.97604 1.25660 4.40847
H 2.26843 2.01815 5.81991
H -0.59814 2.51221 4.48312
H -0.23557 2.04479 6.13595
H -1.29334 1.04325 5.14914
H 1.90225 -0.84547 5.61086
H 0.14305 -0.99062 5.67526
H 0.98168 0.12822 6.75530
H 3.19276 -3.20194 3.24535
H 3.91914 -4.06850 1.89164
H 2.16387 -4.06181 2.09373
H 4.42872 -1.08067 2.54762
H 4.22267 -0.44269 0.90688
H 5.12599 -1.93036 1.18585
H 2.15835 -3.37889 -0.33411
H 3.86823 -3.02423 -0.47606
H 2.68813 -1.75393 -0.80432
H -3.74122 0.12986 -1.40679
H -3.81619 -1.54340 -0.85540
H -2.69584 -2.98750 -2.17881
H 0.72845 -1.77715 -4.38454
H 2.40971 -0.37894 -4.63657
H 2.24609 1.28739 -5.16956
H 1.01820 0.11002 -5.62174
H 2.48302 0.11873 -2.20030
H 1.44353 1.38416 -1.53909
H 2.67866 1.79169 -2.74176
H -0.59822 1.91910 -4.63229
H 0.83217 2.86076 -4.22926
H -0.36410 2.48782 -2.97557
H 1.40807 -3.93621 -3.70616
H 0.71047 -5.54137 -3.91719
H 0.53763 -4.70395 -2.37115
H 0.14593 -3.28083 -5.82596
H -1.62125 -3.30759 -5.84564
H -0.70404 -4.81438 -5.93093
H -1.95683 -5.07012 -2.49317
H -1.76287 -5.85918 -4.04963
H -2.87725 -4.50659 -3.90343
C 2.28693 2.27680 0.89006
As 0.54912 3.12718 0.69120
C 0.70700 4.36944 -0.79313
C 0.45961 4.29514 2.23566
H 3.06986 2.94588 0.53484
H 2.32442 1.34033 0.33931
H 2.43677 2.07628 1.94752
H 1.38931 5.16945 -0.50847
H -0.26468 4.79810 -1.03295
H 1.09362 3.85669 -1.66823
H 1.32215 4.95988 2.24851
H 0.45312 3.68946 3.13744
H -0.44320 4.90199 2.20144
```

- multiplicity = 4
- calculated total energy (Ha) = -4021.20831
- gap between HOMO and LUMO (alpha / beta) (eV) = 6.9 / 5.8
- relative energy (zero: lowest compared OMol25 entry of this formula, charge and spin) (kJ/mol) = 0.0
- E_HOMO (alpha / beta) (eV) = -13.1 / -13.3
- total charge = +2
- ⟨S²⟩ = 3.774